{"formula": "C30H75F6MnN5O10PSr", "method": "wB97M-V/def2-TZVPD", "species": ["Sr", "Mn", "P", "F", "F", "F", "F", "F", "F", "C", "O", "C", "C", "N", "C", "C", "O", "C", "H", "H", "H", "H", "H", "H", "H", "H", "H", "H", "H", "H", "H", "H", "H", "C", "O", "C", "C", "N", "C", "C", "O", "C", "H", "H", "H", "H", "H", "H", "H", "H", "H", "H", "H", "H", "H", "H", "H", "C", "O", "C", "C", "N", "C", "C", "O", "C", "H", "H", "H", "H", "H", "H", "H", "H", "H", "H", "H", "H", "H", "H", "H", "C", "O", "C", "C", "N", "C", "C", "O", "C", "H", "H", "H", "H", "H", "H", "H", "H", "H", "H", "H", "H", "H", "H", "H", "C", "O", "C", "C", "N", "C", "C", "O", "C", "H", "H", "H", "H", "H", "H", "H", "H", "H", "H", "H", "H", "H", "H", "H"], "xyz": [[0.760, -11.630, 20.517], [-2.360, -18.131, 24.656], [-0.393, -15.152, 22.864], [-1.153, -15.546, 21.463], [-1.604, -14.180, 23.281], [-1.180, -16.380, 23.639], [0.435, -14.756, 24.170], [0.851, -16.177, 22.392], [0.106, -13.747, 22.148], [10.437, -16.728, 27.761], [9.201, -16.369, 27.118], [8.079, -16.004, 27.971], [6.929, -15.266, 27.253], [6.100, -16.187, 26.502], [4.717, -15.723, 26.274], [3.889, -16.602, 25.297], [4.368, -16.532, 24.004], [3.915, -17.578, 23.125], [10.759, -15.976, 28.480], [11.232, -16.732, 27.016], [10.254, -17.700, 28.219], [8.512, -15.412, 28.777], [7.713, -17.024, 28.084], [7.443, -14.602, 26.558], [6.176, -14.763, 27.859], [6.512, -16.780, 25.796], [4.758, -14.670, 25.995], [4.205, -15.776, 27.235], [2.940, -16.066, 25.299], [3.577, -17.531, 25.775], [4.140, -17.358, 22.082], [2.854, -17.767, 22.962], [4.513, -18.444, 23.409], [-2.993, -11.386, 21.739], [-1.656, -11.232, 22.021], [-1.501, -10.455, 23.202], [-0.085, -10.557, 23.746], [0.766, -10.049, 22.781], [2.105, -10.029, 23.361], [2.769, -11.423, 23.550], [2.444, -12.377, 22.522], [3.403, -13.514, 22.645], [-3.501, -10.423, 21.791], [-3.393, -12.074, 22.484], [-3.030, -11.803, 20.732], [-2.047, -10.840, 24.063], [-1.731, -9.399, 23.061], [0.064, -11.633, 23.834], [-0.009, -9.826, 24.551], [0.410, -9.104, 22.771], [2.150, -9.404, 24.253], [2.641, -9.286, 22.770], [2.347, -11.903, 24.433], [3.847, -11.311, 23.664], [3.385, -13.822, 23.691], [4.368, -13.267, 22.202], [3.058, -14.305, 21.980], [2.727, -20.647, 21.872], [1.802, -20.155, 22.849], [0.636, -20.954, 22.781], [-0.445, -20.389, 23.705], [-0.891, -19.031, 23.272], [-1.636, -19.147, 22.034], [-3.145, -19.766, 22.195], [-3.679, -19.177, 23.395], [-5.040, -19.508, 23.428], [2.857, -21.717, 22.034], [3.617, -20.017, 21.893], [2.357, -20.722, 20.849], [0.907, -21.890, 23.270], [0.101, -21.151, 21.852], [-0.070, -20.551, 24.716], [-1.323, -21.034, 23.700], [-0.010, -18.784, 22.844], [-1.168, -19.696, 21.217], [-1.745, -18.165, 21.574], [-3.121, -20.839, 22.382], [-3.729, -19.599, 21.290], [-5.481, -19.316, 24.406], [-5.406, -20.494, 23.140], [-5.492, -18.729, 22.814], [2.178, -14.702, 19.436], [2.366, -13.277, 19.653], [3.674, -12.867, 19.198], [3.868, -11.371, 19.651], [2.713, -10.632, 19.153], [2.708, -9.241, 19.694], [1.344, -8.584, 19.350], [0.305, -9.336, 19.949], [-0.994, -8.641, 20.075], [2.120, -14.990, 18.386], [1.262, -15.105, 19.869], [3.045, -15.210, 19.858], [3.676, -12.900, 18.108], [4.440, -13.556, 19.552], [4.812, -10.946, 19.311], [3.881, -11.256, 20.734], [2.573, -10.659, 18.153], [3.494, -8.647, 19.229], [2.871, -9.254, 20.771], [1.444, -8.486, 18.269], [1.451, -7.579, 19.759], [-0.994, -7.652, 20.533], [-1.746, -9.243, 20.584], [-1.350, -8.427, 19.067], [0.761, -18.074, 25.930], [-0.706, -17.819, 26.004], [-1.003, -17.063, 27.205], [-2.554, -17.042, 27.297], [-3.388, -16.944, 26.033], [-3.389, -15.569, 25.508], [-4.235, -15.494, 24.204], [-3.847, -16.574, 23.315], [-4.041, -16.183, 21.949], [0.985, -18.963, 26.520], [1.355, -17.286, 26.391], [1.014, -18.229, 24.881], [-0.508, -16.095, 27.274], [-0.736, -17.639, 28.091], [-2.848, -16.200, 27.924], [-2.842, -17.922, 27.872], [-4.326, -17.107, 26.369], [-2.314, -15.390, 25.517], [-3.912, -14.960, 26.245], [-4.156, -14.500, 23.763], [-5.284, -15.725, 24.383], [-3.628, -16.929, 21.269], [-3.473, -15.277, 21.738], [-5.059, -15.838, 21.771]], "atomic_forces_ev_per_a": [[-0.477, -0.815, 1.591], [0.481, 0.396, -1.183], [-0.100, 0.280, -1.030], [0.487, 0.033, 0.765], [-1.203, -0.538, 0.845], [0.865, 0.318, -0.257], [-0.150, -0.472, -0.079], [-1.371, 1.550, 0.522], [1.739, -0.780, -1.127], [-1.192, 0.381, -0.108], [0.117, 1.542, -1.275], [0.699, -1.174, -0.709], [0.966, -0.947, -1.417], [-1.356, -0.819, 0.025], [1.515, -1.460, -0.251], [-0.872, 2.496, 1.668], [-0.082, -0.849, -1.576], [1.020, 0.121, -0.250], [-0.256, -0.011, 0.387], [-0.338, -0.393, -0.192], [0.626, -0.070, 0.227], [-0.530, -0.362, 0.557], [-0.591, 0.222, 1.832], [-0.152, 0.826, 0.058], [0.848, 0.347, 0.671], [0.073, 0.506, -0.071], [-0.430, 0.225, -0.528], [-0.283, 0.083, 0.164], [-0.663, 0.254, -0.046], [1.017, -0.876, -0.532], [0.901, 0.563, 0.103], [-0.425, 0.054, 1.363], [-0.556, -0.484, -0.155], [-0.916, -0.545, -0.423], [2.167, 0.980, 0.798], [0.837, -0.354, 1.278], [-2.822, -1.065, -0.202], [2.030, 0.218, -1.344], [1.108, 1.029, -0.954], [-1.045, 0.274, 0.192], [1.426, 0.133, -0.580], [-1.443, 0.579, -0.872], [-0.324, -0.022, -0.143], [-0.549, -0.076, -0.185], [-0.515, -0.050, 0.065], [-1.004, -0.108, -0.410], [-0.459, 0.110, -0.357], [0.410, 0.064, 1.148], [-0.306, -1.125, 1.309], [0.718, 0.678, -1.045], [-0.334, -0.784, 1.024], [0.805, -0.745, -0.764], [0.291, 0.371, 0.535], [0.014, 0.058, -0.010], [0.455, -0.154, -0.214], [0.257, 0.489, 0.709], [-0.515, -0.052, 0.451], [-0.021, -0.497, -0.158], [-0.984, 0.304, -1.592], [-0.843, -0.622, 2.076], [-0.257, -1.194, 0.113], [0.846, -1.667, -0.122], [-3.547, -0.626, -1.660], [3.293, 0.409, 0.579], [0.619, -1.752, -0.774], [-2.445, 1.810, 0.719], [0.906, -0.006, 0.678], [-0.005, -0.482, 0.171], [-0.558, 0.958, -0.183], [-0.162, -0.572, -0.491], [1.107, 0.159, -0.779], [-0.028, 1.255, 0.311], [0.032, -0.300, -0.311], [0.679, 1.780, 0.718], [0.292, -0.444, 0.330], [-0.060, 0.322, 0.443], [0.138, -0.100, -0.238], [-0.168, 0.461, 0.224], [0.455, -0.096, 0.319], [0.939, -0.213, -0.268], [-0.532, -0.369, -0.398], [0.390, -0.185, -0.123], [0.088, -1.162, -0.438], [-0.154, 1.379, 0.254], [-0.107, -1.394, -0.756], [-0.327, 0.903, 1.446], [-1.029, -0.361, -0.951], [2.677, 0.373, 0.671], [-1.401, 1.179, -0.198], [0.056, 0.252, -1.243], [0.212, 0.517, -0.282], [0.021, 0.600, 0.488], [-0.125, -0.188, 0.136], [0.087, -0.041, -0.153], [0.022, 0.135, 0.249], [0.173, -0.243, -0.305], [-0.116, -0.338, 0.099], [0.458, 0.127, -0.237], [0.092, 0.180, 0.098], [0.042, -0.236, -0.057], [-1.416, -0.207, -0.347], [-0.660, 0.168, 0.084], [0.871, -0.118, 0.456], [0.579, -0.354, -0.027], [-0.088, -0.264, -0.126], [-0.746, -0.504, 0.041], [1.784, 0.666, 1.082], [-1.681, -0.923, -0.412], [-0.193, 0.784, 0.592], [0.354, -0.532, 1.416], [-0.699, -0.367, -0.026], [0.835, -1.120, 0.301], [0.271, 1.106, 0.005], [0.514, 1.022, 0.117], [-0.185, -0.208, -0.152], [-0.463, 0.412, -0.342], [0.042, 0.170, 0.203], [-0.024, 0.026, -0.601], [0.473, -0.013, -0.041], [0.122, 0.124, 0.195], [-0.258, -0.182, -0.457], [-0.300, -0.597, -0.159], [-0.262, 1.141, -0.920], [0.305, 0.465, 0.041], [0.204, -0.137, -0.179], [-0.165, 0.475, 0.610], [-0.592, -0.230, 0.198], [0.392, -0.002, 0.173], [-0.383, -0.865, -0.129]], "lowdin_spin": [0.00, 4.71, 0.00, 0.00, 0.00, 0.02, 0.00, 0.00, 0.00, 0.00, 0.00, 0.00, 0.00, 0.00, 0.00, 0.00, 0.00, 0.00, 0.00, 0.00, 0.00, 0.00, 0.00, 0.00, 0.00, 0.00, 0.00, 0.00, 0.00, 0.00, 0.00, 0.00, 0.00, 0.00, 0.00, 0.00, 0.00, 0.00, 0.00, 0.00, 0.00, 0.00, 0.00, 0.00, 0.00, 0.00, 0.00, 0.00, 0.00, 0.00, 0.00, 0.00, 0.00, 0.00, 0.00, 0.00, 0.00, 0.00, 0.00, 0.00, 0.01, 0.03, 0.01, 0.00, 0.05, 0.01, 0.00, 0.00, 0.00, 0.00, 0.00, 0.00, 0.00, 0.00, 0.00, 0.00, 0.00, 0.00, 0.00, 0.00, 0.00, 0.00, 0.00, 0.00, 0.00, 0.00, 0.00, 0.00, 0.00, 0.00, 0.00, 0.00, 0.00, 0.00, 0.00, 0.00, 0.00, 0.00, 0.00, 0.00, 0.00, 0.00, 0.00, 0.00, 0.00, 0.01, 0.05, 0.00, 0.01, 0.03, 0.01, 0.00, 0.02, 0.00, 0.00, 0.00, 0.00, 0.00, 0.00, 0.00, 0.00, 0.00, 0.00, 0.00, 0.00, 0.00, 0.00, 0.00, 0.00], "s2": 8.753, "relative_energy_kcal_mol": 61.1, "homo_ev": [-12.80, -12.80], "orbital_gap_ev": [6.486, 6.231], "fmax_ev_per_a": 4.0, "total_charge": 3, "spin_multiplicity": 6}

***

{"formula": "C4H4N2O", "method": "wB97M-V/def2-TZVPD", "species": ["N", "C", "N", "C", "O", "C", "C", "H", "H", "H", "H"], "xyz": [[1.016, 1.785, 1.894], [1.143, 0.823, 1.315], [1.371, -0.194, 0.544], [2.284, -0.845, 0.036], [2.949, -1.656, -0.459], [-1.714, -0.542, -0.340], [-1.196, 0.578, -0.707], [-1.761, -1.046, 0.669], [-2.136, -1.115, -1.099], [-0.809, 1.347, -0.089], [-1.147, 0.866, -1.763]], "atomic_forces_ev_per_a": [[-0.672, 2.280, 1.735], [1.022, -1.063, -1.114], [1.626, -2.045, -1.413], [-1.580, -0.080, 0.883], [-0.042, 0.838, 0.103], [-0.551, -2.142, 2.172], [0.657, 2.207, -1.314], [0.118, 1.218, -0.969], [-0.635, -1.265, -1.163], [0.383, 0.326, 0.835], [-0.326, -0.274, 0.245]], "nbo_charge": [-0.33, 0.42, -0.59, 0.94, -0.43, -0.39, -0.38, 0.20, 0.19, 0.19, 0.19], "relative_energy_kcal_mol": 54.2, "smiles": "N#CN=C=O.C=C", "homo_ev": -10.42, "orbital_gap_ev": 10.550, "fmax_ev_per_a": 3.1}